[1]
A structure of composition C20H22F9MgO11 in a non-equilibrium geometry, computed with ωB97M-V/def2-TZVPD.

XYZ file:
```
63
Properties=species:S:1:pos:R:3
Mg -0.31637 -0.89067 0.09446
C 0.98303 -0.59769 4.00320
C 0.33877 -0.11414 5.17902
C -1.13415 0.48888 5.01609
O -1.66273 0.73871 6.08438
C -1.69931 0.49262 3.68225
C -1.00737 -0.00332 2.61582
C 0.45108 -0.46366 2.74851
O 1.08762 -1.04165 1.76489
O -1.45558 0.20441 1.40360
O 0.73118 -0.27315 6.32411
H 1.97084 -1.01670 4.15187
H -2.69928 0.84567 3.46248
C -3.22315 -3.33276 -0.08343
C -1.78949 -3.76789 -0.35816
O -0.92298 -2.71710 -0.20808
H -3.26313 -3.00871 0.95882
H -4.00423 -4.10068 -0.14873
H -3.52021 -2.52685 -0.76248
H -1.64681 -4.18822 -1.36643
H -1.67339 -4.58325 0.38159
C 2.97994 -3.78068 0.93135
C 2.27309 -3.78061 -0.38684
O 2.83886 -3.04354 -1.43780
C 2.52831 -1.77955 -1.61006
O 1.56828 -1.26040 -1.15050
C 3.40335 -0.96536 -2.61438
F 4.30978 -1.63250 -3.28711
F 2.56086 -0.41515 -3.47835
F 3.97878 -0.00030 -1.91216
H 3.26936 -2.74295 1.14739
H 3.97127 -4.24770 0.87450
H 2.39142 -4.09234 1.78633
H 1.26415 -3.43892 -0.10357
H 2.02887 -4.77471 -0.77132
C -3.88553 2.97671 -0.80245
C -3.04459 1.70810 -0.88446
O -2.53375 1.50172 -2.22241
C -1.63327 0.57092 -2.41198
O -1.02371 0.07645 -1.51372
C -1.39520 0.24278 -3.89952
F -0.23230 0.70705 -4.31636
F -1.43595 -1.06816 -4.04608
F -2.35616 0.77577 -4.65496
H -4.24152 3.08872 0.21828
H -4.69864 2.92697 -1.52226
H -3.19824 3.80022 -1.00534
H -3.64067 0.85807 -0.55125
H -2.17883 1.73327 -0.22035
C 0.72741 4.18218 -2.07717
C 0.31347 4.09536 -0.62122
O 1.45194 3.75187 0.17522
C 1.77975 2.47158 0.29226
O 1.08089 1.57708 -0.06064
C 3.04869 2.24291 1.13535
F 2.72033 1.81513 2.35224
F 3.81475 1.27341 0.61877
F 3.75306 3.37214 1.19987
H -0.12738 4.51392 -2.67526
H 0.99700 3.21150 -2.49660
H 1.52453 4.89842 -2.26419
H -0.50385 3.41684 -0.37808
H 0.00712 5.08990 -0.29892
```

Computed properties:
Total charge: -1

Results of the Löwdin charge analysis, in e, for atoms 1 through 8:
1. Mg 0.689
2. C -0.010
3. C -0.366
4. C -0.345
5. O 0.031
6. C 0.006
7. C -0.329
8. C -0.343

---

[2]
A structure of composition C20H22FN3O2 in a non-equilibrium geometry, computed with ωB97M-V/def2-TZVPD.

XYZ file:
```
48
C20H22FN3O2 ωB97M-V/def2-TZVPD
O -4.78152 -1.84939 -1.34942
C -3.87817 -1.14669 -0.87542
N -3.32765 0.02704 -1.55473
N -2.58201 0.76134 -0.97394
C -1.92858 1.41437 -1.81636
C -1.08561 2.44293 -1.00775
C -1.26898 2.80312 0.43659
C -0.28988 3.80819 0.73047
C 0.74395 4.26657 -0.00006
C 1.00238 3.82917 -1.23776
C -0.01913 3.22434 -1.78493
H 0.05736 2.81371 -2.93277
H 1.82740 4.07146 -1.89992
F 1.71869 5.15948 0.70198
H -0.38153 4.09292 1.74984
H -2.09562 2.53524 0.95809
H -1.97200 1.41430 -2.70536
H -3.71474 -0.04572 -2.44946
C -3.38228 -1.25174 0.45125
H -4.20522 -1.94614 1.19045
C -2.17073 -2.05560 0.28074
C -1.54054 -2.21122 1.86006
H -0.48882 -2.70917 1.54878
H -2.09759 -2.92335 2.48972
C -1.12507 -0.87667 2.27847
H -1.97059 -0.58303 2.86687
H -0.53064 -1.52069 3.39852
C -0.32339 0.18929 1.71032
N 0.82785 -0.47806 1.34749
C 1.22774 -0.56290 -0.01032
O 0.41628 -0.09470 -1.00563
C 2.52213 -1.07925 -0.51972
C 2.73629 -1.79898 -1.51136
C 3.92206 -2.47959 -1.88983
C 5.01371 -2.13646 -1.07398
C 4.94918 -1.06663 0.08114
C 3.69374 -0.75741 0.21743
H 3.57405 -0.09812 1.51777
H 5.75201 -0.99108 0.66695
H 5.90076 -2.33867 -1.24474
H 4.13269 -3.04543 -2.58749
H 1.69757 -1.96574 -1.90177
H 1.47580 -0.83424 1.93620
H -0.23374 0.74819 2.42388
H -1.04081 0.41971 0.80489
H -1.32410 -1.51041 -0.27983
H -2.19228 -3.12052 -0.08435
H -3.24039 -0.54378 1.04901
```

Results of the Löwdin charge analysis, in e, for atoms 1 through 8:
1. O 0.061
2. C -0.400
3. N 0.017
4. N 0.025
5. C -0.044
6. C -0.077
7. C 0.008
8. C -0.042

---

The records above yield HOMO values of -0.149 -0.292 Ha, respectively.